{"formula": "C14H28Br14", "method": "ωB97M-V/def2-TZVPD", "max_force_ha_per_bohr": 0.043, "smiles": "BrCCBr.BrCCBr.BrCCBr.BrCCBr.BrCCBr.BrCCBr.BrCCBr", "relative_energy_kcal_mol": 17.52, "e_lumo_ev": 0.24, "e_tot_ev": -995567.789, "orbital_gap_ev": 10.09, "homo_energy_ev": -9.9, "charge": 0, "species": ["H", "H", "C", "C", "H", "H", "C", "Br", "H", "H", "H", "H", "H", "H", "Br", "H", "Br", "H", "H", "C", "H", "C", "C", "C", "H", "C", "Br", "H", "H", "C", "H", "H", "Br", "Br", "Br", "Br", "Br", "Br", "H", "H", "C", "C", "H", "Br", "H", "H", "H", "H", "Br", "C", "H", "C", "C", "H", "Br", "Br"], "coordinates": [[-7.903, 20.731, 0.219], [-6.794, 21.882, 2.793], [-7.191, 21.033, 2.243], [-4.077, 16.542, 8.138], [-3.558, 20.795, 2.956], [-1.340, 23.604, 9.270], [-2.970, 15.933, 7.298], [-2.617, 22.421, 4.533], [-9.625, 20.994, 7.624], [-3.019, 16.199, 6.247], [-5.045, 16.102, 7.906], [-3.495, 24.138, 2.446], [-0.114, 21.759, 8.096], [-8.891, 20.947, 5.967], [-5.417, 18.800, 4.461], [-0.735, 15.631, 5.990], [-8.583, 20.187, 3.270], [2.038, 16.509, 4.864], [1.467, 16.699, 6.465], [-3.101, 24.692, 1.599], [-2.640, 19.879, 4.123], [-2.191, 25.844, 1.989], [-7.801, 21.518, 0.955], [-0.408, 22.666, 7.578], [-6.434, 20.264, 2.132], [-1.545, 23.360, 8.229], [1.110, 23.956, 7.570], [-1.788, 26.260, 1.067], [-3.928, 24.949, 0.945], [-7.914, 19.775, 7.415], [-7.404, 18.921, 6.977], [-1.847, 24.296, 7.768], [-0.814, 17.797, 4.790], [-6.613, 22.938, 0.138], [2.026, 14.272, 5.853], [-3.017, 13.970, 7.467], [-3.197, 22.307, 8.273], [-0.766, 25.323, 3.227], [-5.387, 21.269, 4.450], [-0.321, 15.371, 4.338], [-9.182, 20.382, 6.848], [-4.648, 20.549, 4.786], [-8.129, 19.364, 8.408], [-2.059, 23.298, 0.688], [-8.681, 22.121, 1.127], [-2.030, 16.287, 7.718], [-0.607, 22.465, 6.530], [-3.905, 16.320, 9.188], [-10.429, 18.982, 6.300], [-0.098, 16.006, 5.192], [-4.529, 20.610, 5.860], [-3.374, 20.672, 4.022], [1.342, 16.077, 5.578], [-2.713, 26.668, 2.470], [-4.155, 18.474, 7.959], [-6.541, 21.113, 7.843]], "forces_ev_per_angstrom": [[-0.24, 0.13, -0.10], [-0.10, -0.13, 0.21], [0.15, 0.27, -0.14], [-0.22, -0.78, 0.14], [-0.07, -0.10, 0.02], [0.07, -0.21, -0.02], [0.03, 0.35, 0.52], [0.13, -0.41, -0.18], [-0.32, 0.09, -0.22], [-0.17, -0.12, -0.03], [-0.05, 0.34, -0.28], [-0.05, 0.31, 0.16], [0.18, 0.10, 0.04], [-0.55, 0.14, -0.05], [-0.05, -0.38, -0.15], [0.29, 0.06, 0.18], [-0.38, -0.09, 0.21], [-0.46, -0.04, -0.45], [-0.02, -0.47, 0.27], [0.42, -0.75, 0.60], [-0.02, 0.11, 0.53], [-0.33, 0.10, -0.49], [0.87, 0.94, -0.28], [0.42, 0.28, -0.60], [0.13, 0.14, -0.22], [-0.79, 0.79, 0.88], [-0.41, -0.57, 0.07], [0.55, -0.09, 0.22], [0.18, 0.32, -0.13], [0.08, -0.98, 1.98], [-0.16, 0.45, -1.05], [0.23, -0.13, -0.36], [0.26, -0.30, 0.06], [-0.22, -0.78, 0.23], [-0.14, 0.15, 0.23], [0.05, 0.58, -0.09], [0.23, -0.21, 0.04], [-0.31, 0.25, -0.40], [0.05, 0.08, 0.12], [0.31, 0.21, -0.21], [1.27, -0.22, -0.36], [-0.19, -0.42, 0.19], [-0.18, 0.23, -0.03], [-0.22, 0.17, -0.17], [-0.32, -0.40, -0.04], [0.15, -0.26, -0.20], [0.07, -0.11, 0.06], [0.13, 0.19, 0.01], [0.26, 0.31, 0.17], [-0.80, -0.08, -0.30], [0.12, 0.10, 0.04], [0.16, 0.86, -0.72], [0.64, 0.43, 0.19], [-0.25, -0.25, 0.19], [0.11, -0.32, 0.07], [-0.50, 0.14, -0.36]]}